1.
C6H24N2O4 | the ωB97M-V functional and the def2-TZVPD basis

- structure (SMILES) = CCNCCNCC.O.O.O.O
- highest occupied orbital energy (eV) = -8.4931
- energy above the lowest of the compared OMol25 structures with the same formula, charge and spin (kJ/mol) = 184.0

CARTESIAN COORDINATES (ANGSTROEM)
C -1.084 2.372 0.855
C -0.347 1.165 0.260
N 0.929 0.771 0.870
C 0.746 -0.233 1.920
C 0.679 -1.680 1.330
N 0.647 -1.806 -0.100
C -0.519 -2.411 -0.747
C -1.819 -2.511 0.083
H -0.715 3.181 0.228
H -0.780 2.626 1.874
H -2.159 2.262 0.908
H -0.124 1.257 -0.817
H -0.906 0.241 0.045
H 1.353 1.570 1.321
H 1.395 -0.228 2.791
H -0.215 -0.056 2.443
H 1.665 -2.060 1.658
H -0.014 -2.283 1.908
H 1.035 -1.043 -0.621
H -0.814 -1.803 -1.610
H -0.284 -3.380 -1.191
H -2.636 -2.187 -0.554
H -1.878 -1.819 0.919
H -2.005 -3.531 0.398
O 1.589 0.851 -2.483
H 2.115 0.623 -1.686
H 2.209 0.930 -3.214
O 1.004 3.603 -2.069
H 0.752 3.388 -1.161
H 1.206 2.709 -2.406
O 3.262 -0.467 -0.838
H 3.150 -1.348 -1.215
H 2.749 -0.477 -0.018
O -3.584 0.570 -0.057
H -3.961 0.635 0.829
H -2.640 0.568 0.146

***

2.
C7H14 | the ωB97M-V functional and the def2-TZVPD basis

- highest occupied orbital energy (spin up / spin down) (eV) = -7.0279 / -7.3591
- energy above the lowest of the compared OMol25 structures with the same formula, charge and spin (kJ/mol) = 459.8

CARTESIAN COORDINATES (ANGSTROEM)
C -1.110 0.896 -1.292
C -0.981 -0.139 -0.196
C -2.301 -0.601 0.376
C 0.117 -1.080 -0.302
C 1.434 -0.441 0.628
C 2.705 -0.166 0.089
C 0.997 0.958 0.979
H -1.530 0.458 -2.209
H -1.767 1.720 -0.986
H -0.134 1.321 -1.556
H -0.255 0.743 0.835
H -2.892 0.221 0.798
H -2.907 -1.042 -0.432
H -2.176 -1.373 1.142
H -0.106 -2.058 0.134
H 0.528 -1.202 -1.303
H 1.491 -1.075 1.517
H 3.616 -0.673 0.399
H 2.788 0.490 -0.775
H 1.171 1.705 0.200
H 1.312 1.337 1.954

***

3.
C47H38N6O6S2Y | the ωB97M-V functional and the def2-TZVPD basis

- highest occupied orbital energy (eV) = -4.7595
- net charge = -1
- energy above the lowest of the compared OMol25 structures with the same formula, charge and spin (kJ/mol) = 71.7

CARTESIAN COORDINATES (ANGSTROEM)
Y -0.719 0.606 1.177
O -4.282 -1.944 1.276
C -3.283 -1.291 0.987
N -2.704 -0.276 1.647
C -3.425 0.509 2.587
C -4.377 0.018 3.474
C -5.050 0.892 4.322
C -4.784 2.253 4.275
C -3.849 2.759 3.380
C -3.157 1.901 2.530
N -2.175 2.286 1.590
C -2.085 3.503 1.056
O -2.775 4.507 1.207
C -0.945 3.581 0.030
C -0.555 4.816 -0.461
C 0.389 4.859 -1.471
C 0.918 3.670 -1.962
C 0.507 2.484 -1.389
N -0.400 2.441 -0.409
C -2.632 -1.548 -0.366
C -2.936 -2.702 -1.067
C -2.483 -2.829 -2.366
C -1.763 -1.786 -2.929
C -1.491 -0.680 -2.147
N -1.909 -0.549 -0.887
H -4.596 -1.040 3.475
H -5.786 0.504 5.016
H -5.306 2.933 4.938
H -3.639 3.817 3.330
H -1.021 5.697 -0.042
H 0.714 5.809 -1.877
H 1.648 3.658 -2.760
H 0.939 1.533 -1.683
H -3.545 -3.451 -0.579
H -2.692 -3.724 -2.940
H -1.394 -1.837 -3.944
H -0.923 0.154 -2.549
C -0.844 -0.909 4.933
C -0.130 -1.605 3.807
C 1.231 -1.432 3.596
C 1.926 -2.215 2.677
C 1.258 -3.181 1.948
C -0.117 -3.338 2.114
C -0.802 -2.562 3.033
H -1.131 -1.646 5.688
H -1.757 -0.406 4.613
H -0.209 -0.167 5.411
H 1.764 -0.688 4.179
H 2.986 -2.050 2.525
H 1.789 -3.785 1.223
H -0.654 -4.057 1.506
H -1.870 -2.700 3.172
O -0.948 4.059 3.925
S -0.439 2.830 4.474
O -1.238 2.093 5.403
N 0.135 1.861 3.241
C 1.434 2.118 3.047
S 2.234 1.692 1.653
C 2.088 2.811 4.209
C 3.428 3.065 4.426
C 3.789 3.691 5.615
C 2.824 4.057 6.554
C 1.475 3.814 6.324
C 1.148 3.183 5.141
H 4.158 2.774 3.682
H 4.832 3.897 5.818
H 3.128 4.537 7.476
H 0.716 4.100 7.042
C 0.056 -1.702 -7.997
C 0.456 -2.691 -6.929
C 0.519 -4.045 -7.237
C 0.842 -4.978 -6.261
C 1.150 -4.551 -4.982
C 1.116 -3.196 -4.658
N 1.445 -2.834 -3.331
C 2.307 -1.814 -2.977
C 3.319 -1.400 -3.855
C 4.192 -0.386 -3.505
C 4.088 0.248 -2.271
C 3.085 -0.151 -1.403
C 2.191 -1.170 -1.723
C 1.088 -1.506 -0.753
O 0.493 -2.585 -0.849
O 0.787 -0.591 0.092
C 0.727 -2.254 -5.623
C 0.555 -0.796 -5.280
H 0.071 -2.175 -8.978
H 0.722 -0.839 -8.022
H -0.954 -1.318 -7.827
H 0.305 -4.369 -8.250
H 0.878 -6.034 -6.504
H 1.436 -5.256 -4.211
H 0.841 -3.123 -2.562
H 3.413 -1.895 -4.814
H 4.963 -0.088 -4.206
H 4.772 1.039 -1.991
H 2.971 0.326 -0.437
H 1.379 -0.186 -5.661
H 0.515 -0.643 -4.204
H -0.368 -0.408 -5.715

***

4.
C21H24CdF5N3O2S5Se | the ωB97M-V functional and the def2-TZVPD basis

- highest occupied orbital energy (eV) = -1.5940
- net charge = -2
- energy above the lowest of the compared OMol25 structures with the same formula, charge and spin (kJ/mol) = 0.0

CARTESIAN COORDINATES (ANGSTROEM)
Cd 1.736 0.087 -1.092
C 1.184 1.421 3.155
C 2.647 1.007 3.006
S 3.064 -0.197 1.715
C 2.387 -1.728 2.401
C 0.894 -1.930 2.173
S 0.512 -2.248 0.433
C -1.256 -2.623 0.574
C -2.127 -1.760 1.477
S -2.362 -0.054 0.905
C -2.030 0.895 2.416
C -1.254 2.170 2.101
S 0.451 1.889 1.563
H 1.134 2.282 3.828
H 0.609 0.615 3.616
H 3.013 0.631 3.966
H 3.246 1.882 2.748
H 2.597 -1.747 3.474
H 2.962 -2.522 1.926
H 0.349 -1.033 2.463
H 0.539 -2.770 2.779
H -1.330 -3.656 0.930
H -1.624 -2.601 -0.452
H -1.720 -1.746 2.489
H -3.107 -2.238 1.543
H -1.465 0.264 3.105
H -2.974 1.155 2.900
H -1.246 2.825 2.977
H -1.738 2.714 1.285
C -0.599 0.510 -3.991
C 0.370 -0.647 -4.317
C 0.093 -1.671 -3.219
O -0.404 -0.907 -2.111
C -1.282 0.072 -2.693
H -1.336 0.674 -4.777
H -0.041 1.434 -3.839
H 1.401 -0.299 -4.242
H 0.217 -1.072 -5.309
H 0.977 -2.216 -2.890
H -0.679 -2.393 -3.520
H -1.433 0.871 -1.971
H -2.248 -0.407 -2.890
F -7.334 7.038 -2.241
C -6.424 6.091 -1.928
C -5.542 6.274 -0.879
F -5.602 7.413 -0.162
C -4.614 5.300 -0.569
F -3.804 5.555 0.471
C -4.496 4.086 -1.268
S -3.343 2.875 -0.864
C -5.415 3.951 -2.323
F -5.419 2.838 -3.073
C -6.350 4.914 -2.649
F -7.204 4.717 -3.674
Se 2.991 1.662 -2.392
O 3.176 -2.109 -0.458
N 3.903 -3.118 -0.294
C 4.111 -3.909 -1.341
C 4.937 -5.049 -1.133
N 5.604 -5.979 -0.984
C 3.507 -3.730 -2.620
N 3.000 -3.637 -3.651

***

5.
C6H10O | the ωB97M-V functional and the def2-TZVPD basis

- highest occupied orbital energy (eV) = -9.1762
- energy above the lowest of the compared OMol25 structures with the same formula, charge and spin (kJ/mol) = 175.8

CARTESIAN COORDINATES (ANGSTROEM)
C -2.045 -0.222 1.483
C -0.665 -0.386 0.854
C -0.273 0.660 -0.192
O 0.802 1.535 0.265
C 1.594 1.160 -0.854
C 1.883 -0.307 -0.852
C 0.570 0.209 -1.383
H -2.842 -0.381 0.747
H -2.177 0.773 1.919
H -2.183 -0.959 2.281
H -0.590 -1.381 0.399
H 0.100 -0.341 1.637
H -1.125 1.280 -0.501
H 2.206 1.920 -1.329
H 2.583 -0.661 -1.604
H 1.911 -0.847 0.092
H 0.214 0.044 -2.395

***

6.
C48H72O24 | the ωB97M-V functional and the def2-TZVPD basis

- structure (SMILES) = O=C1CCCO1.O=C1CCCO1.O=C1CCCO1.O=C1CCCO1.O=C1CCCO1.O=C1CCCO1.O=C1CCCO1.O=C1CCCO1.O=C1CCCO1.O=C1CCCO1.O=C1CCCO1.O=C1CCCO1
- highest occupied orbital energy (eV) = -9.5646
- energy above the lowest of the compared OMol25 structures with the same formula, charge and spin (kJ/mol) = 228.8

CARTESIAN COORDINATES (ANGSTROEM)
O 1.113 4.461 1.446
C 1.496 4.610 0.303
C 2.842 4.504 -0.346
C 2.692 5.403 -1.568
C 1.163 5.248 -1.904
O 0.548 4.771 -0.716
H 3.561 4.840 0.408
H 2.975 3.442 -0.594
H 2.866 6.451 -1.430
H 3.212 5.063 -2.472
H 0.622 6.121 -2.296
H 1.068 4.519 -2.740
O 1.875 -2.286 -2.413
C 2.957 -1.873 -2.100
C 4.040 -2.454 -1.239
C 5.254 -1.588 -1.608
C 4.677 -0.278 -2.106
O 3.297 -0.589 -2.467
H 3.835 -2.203 -0.200
H 4.108 -3.486 -1.458
H 5.934 -1.375 -0.756
H 5.756 -2.082 -2.423
H 4.676 0.473 -1.321
H 5.114 0.215 -2.976
O 4.753 -1.052 1.491
C 4.149 -0.326 2.243
C 4.051 -0.400 3.719
C 3.299 0.905 4.127
C 2.538 1.152 2.842
O 3.478 0.778 1.812
H 3.470 -1.341 3.943
H 5.060 -0.537 4.208
H 2.602 0.693 4.924
H 3.977 1.640 4.481
H 1.629 0.536 2.824
H 2.226 2.151 2.638
O 1.474 -5.520 -2.520
C 0.434 -4.857 -2.500
C -0.436 -4.322 -3.684
C -1.203 -3.219 -2.981
C -1.279 -3.664 -1.537
O -0.068 -4.467 -1.349
H 0.077 -3.997 -4.627
H -1.070 -5.144 -4.060
H -0.739 -2.201 -3.006
H -2.214 -3.123 -3.357
H -1.312 -2.885 -0.833
H -2.103 -4.294 -1.381
O -0.432 -0.402 3.489
C -0.759 -1.483 3.241
C -0.384 -2.790 4.022
C -1.360 -3.876 3.384
C -1.641 -3.237 1.995
O -1.314 -1.865 2.094
H 0.629 -2.942 3.676
H -0.579 -2.615 5.028
H -0.898 -4.865 3.208
H -2.185 -4.036 4.067
H -1.014 -3.682 1.179
H -2.730 -3.372 1.793
O 1.985 -2.399 1.976
C 2.438 -3.507 1.777
C 2.006 -4.449 0.708
C 2.858 -5.731 0.974
C 3.420 -5.473 2.406
O 3.305 -4.050 2.615
H 0.950 -4.542 0.719
H 2.073 -3.936 -0.255
H 2.159 -6.614 1.104
H 3.676 -5.893 0.287
H 2.796 -5.905 3.196
H 4.500 -5.732 2.587
O -4.410 -2.433 -1.636
C -4.538 -1.735 -0.651
C -5.363 -0.479 -0.437
C -5.186 -0.241 1.025
C -4.855 -1.600 1.563
O -4.112 -2.221 0.560
H -4.910 0.301 -1.022
H -6.380 -0.565 -0.787
H -4.448 0.509 1.250
H -6.100 0.139 1.552
H -4.264 -1.598 2.502
H -5.725 -2.249 1.812
O -4.481 2.526 -2.205
C -3.980 1.741 -2.946
C -4.644 0.488 -3.535
C -3.548 -0.041 -4.481
C -2.254 0.632 -3.961
O -2.665 1.872 -3.276
H -4.886 -0.151 -2.642
H -5.515 0.917 -4.058
H -3.437 -1.145 -4.286
H -3.763 0.250 -5.578
H -1.766 -0.021 -3.244
H -1.455 0.986 -4.694
O -3.749 5.152 3.945
C -4.033 4.861 2.830
C -4.376 5.778 1.669
C -4.132 4.885 0.430
C -4.336 3.501 1.062
O -4.078 3.587 2.466
H -5.427 6.075 1.856
H -3.708 6.615 1.742
H -4.912 4.976 -0.318
H -3.092 4.920 0.064
H -5.386 3.120 1.059
H -3.632 2.819 0.666
O -2.120 -0.783 -1.099
C -1.370 -0.040 -0.504
C 0.159 -0.023 -0.541
C 0.465 1.341 0.090
C -0.762 1.773 0.775
O -1.807 1.061 0.175
H 0.365 -0.963 0.089
H 0.425 -0.237 -1.558
H 1.365 1.222 0.663
H 0.811 1.929 -0.720
H -0.725 1.517 1.835
H -0.872 2.874 0.532
O 2.315 3.704 4.840
C 1.139 3.564 5.055
C 0.158 4.644 5.238
C -1.126 3.916 5.702
C -0.873 2.448 5.258
O 0.583 2.366 5.076
H 0.579 5.311 6.005
H 0.031 5.124 4.286
H -1.107 3.891 6.791
H -2.012 4.385 5.365
H -1.085 1.618 5.953
H -1.395 2.244 4.305
O 0.851 0.786 -4.968
C 1.717 0.117 -5.439
C 1.730 -1.334 -5.952
C 3.177 -1.717 -6.049
C 3.856 -0.352 -6.264
O 2.915 0.643 -5.698
H 1.233 -2.099 -5.324
H 1.247 -1.421 -6.949
H 3.421 -2.158 -5.073
H 3.454 -2.344 -6.898
H 4.792 -0.217 -5.744
H 4.040 0.020 -7.257

***

7.
C14H12N5O10S2Ti | the ωB97M-V functional and the def2-TZVPD basis

- highest occupied orbital energy (eV) = -6.1366
- net charge = -1
- energy above the lowest of the compared OMol25 structures with the same formula, charge and spin (kJ/mol) = 0.0

CARTESIAN COORDINATES (ANGSTROEM)
Ti -0.024 -0.605 0.563
N 1.001 0.171 2.365
C 2.303 -0.459 2.600
C 2.247 -1.858 2.028
O 3.069 -2.713 2.298
N 1.185 -2.016 1.190
C 0.978 -3.330 0.614
C -0.458 -3.382 0.133
O -1.009 -4.386 -0.237
O -1.032 -2.184 0.163
H 1.068 1.179 2.286
H 0.346 -0.023 3.122
H 2.569 -0.504 3.656
H 3.067 0.100 2.060
H 1.167 -4.120 1.341
H 1.635 -3.504 -0.243
O -0.304 -1.232 -3.394
S -0.185 -0.346 -2.280
O 0.829 -0.809 -1.263
O -1.402 -0.036 -1.538
C 0.504 1.174 -2.918
C 0.400 1.338 -4.293
C 0.891 2.480 -4.906
C 1.495 3.465 -4.143
C 1.600 3.307 -2.770
C 1.112 2.167 -2.147
S 1.356 2.112 -0.374
O 2.540 1.326 -0.110
O 1.379 3.481 0.061
O 0.135 1.411 0.141
H -0.062 0.552 -4.872
H 0.802 2.594 -5.978
H 1.881 4.360 -4.612
H 2.050 4.074 -2.156
N -3.542 -0.538 0.702
C -2.788 -0.310 1.778
O -1.526 -0.100 1.620
C -3.300 -0.267 3.084
C -4.677 -0.466 3.322
N -5.815 -0.628 3.437
C -2.364 -0.068 4.125
N -1.537 0.079 4.918
H -4.504 -0.810 0.814
H -3.080 -0.676 -0.186